# 1
This record from the Open Molecules 2025 dataset describes a 3-piece molecular cluster, C2H3IN2O overall. The level of theory is ωB97M-V/def2-TZVPD.

XYZ file:
```
9
Properties=species:S:1:pos:R:3:forces:R:3
C -2.041142 -0.527156 0.463893 -0.94 -0.16 0.02
C -0.994861 -0.040022 0.743563 1.10 0.18 -0.10
N -3.351137 2.508795 -0.349863 0.28 0.49 1.31
N -3.047424 2.158796 -1.351414 0.08 -0.52 -1.51
O -3.582850 2.893989 0.742739 -0.35 0.04 0.19
I 2.832853 1.311689 0.029917 0.37 -0.42 -0.57
H -3.014407 -0.899243 0.271727 -0.11 -0.14 -0.07
H 2.125598 2.139352 1.160123 -0.34 0.45 0.58
H 0.005103 0.306995 0.861102 -0.09 0.07 0.15
```
Forces are in eV/Å.

Values from the calculation:
E_LUMO	0.533	eV
relative energy (zero: lowest compared OMol25 entry of this formula, charge and spin)	91.6	kcal/mol
HOMO energy	-10.3411	eV
frontier orbital gap	10.874	eV


# 2
This record from the Open Molecules 2025 dataset describes a 2-piece molecular cluster, C2H3IN2O overall. The level of theory is ωB97M-V/def2-TZVPD.

XYZ file:
```
9
Properties=species:S:1:pos:R:3:forces:R:3
C 0.534496 -1.046529 -0.786572 0.57 -2.19 -2.16
C 0.668252 -0.265121 -1.806656 0.51 2.68 0.09
N -0.592554 0.380260 1.311760 2.08 0.01 -0.32
N 0.985828 0.964797 -1.587268 -1.31 1.02 1.64
O 0.396194 -1.988386 -0.160367 -0.08 -2.12 2.42
I -2.189771 -0.431435 0.247436 0.64 0.87 1.39
H 0.428950 0.061120 1.370509 -2.64 -0.26 -0.42
H -0.716103 1.066581 2.043679 -0.87 -0.18 -0.29
H 0.484708 1.258713 -0.632521 1.11 0.20 -2.36
```
Forces are in eV/Å.

Values from the calculation:
multiplicity	3
E_LUMO (spin up / spin down)	-0.904 / -1.647	eV
relative energy (zero: lowest compared OMol25 entry of this formula, charge and spin)	50.0	kcal/mol
⟨S²⟩	2.01
HOMO energy (spin up / spin down)	-7.8623 / -9.2246	eV
frontier orbital gap (spin up / spin down)	6.958 / 7.578	eV


# 3
This record from the Open Molecules 2025 dataset describes a 2-piece molecular cluster, C2H3IN2O2 overall. The level of theory is ωB97M-V/def2-TZVPD.

XYZ file:
```
10
Properties=species:S:1:pos:R:3:forces:R:3
C 0.024677 -1.871237 0.064815 -0.12 0.41 -0.07
C -0.858692 0.183886 -0.688102 -0.10 -1.62 -0.98
N 1.207234 0.964653 -0.007457 2.21 2.66 1.22
N -0.079115 0.938039 0.040152 -3.22 2.02 1.09
O 1.964489 1.886461 0.397683 -0.82 0.54 0.36
O 0.925951 -2.597698 0.218505 0.59 -0.02 -0.14
I -2.908030 0.184144 0.054579 0.76 0.18 -0.10
H -1.021886 -2.078974 0.194541 -1.07 -0.71 0.22
H 1.624501 0.251375 -0.435248 1.84 -4.00 -2.34
H -0.459773 1.661341 0.619615 -0.07 0.54 0.74
```
Forces are in eV/Å.

Values from the calculation:
E_LUMO (spin up / spin down)	-0.852 / -0.534	eV
relative energy (zero: lowest compared OMol25 entry of this formula, charge and spin)	185.5	kcal/mol
HOMO energy (spin up / spin down)	-7.7381 / -8.8185	eV
frontier orbital gap (spin up / spin down)	6.886 / 8.284	eV


# 4
This record from the Open Molecules 2025 dataset describes one molecule with the formula C2H3IN4O. The level of theory is ωB97M-V/def2-TZVPD.

XYZ file:
```
11
Properties=species:S:1:pos:R:3:forces:R:3
C -0.428975 -1.270858 -0.228936 2.28 0.16 0.72
C -0.458941 0.977122 -0.111606 0.05 -0.24 0.83
N -1.490096 -0.916233 -0.855809 -0.13 -0.97 0.60
N -1.586846 0.454875 -0.721442 0.07 -1.04 -0.47
N 0.273792 -0.147233 0.250086 0.73 -2.20 0.77
N 1.591679 -0.177346 1.106581 -6.67 1.37 -0.65
O -0.097983 2.098873 0.119567 -0.16 1.29 0.06
I 3.241550 -0.247829 -0.120614 3.47 -0.31 -2.15
H 0.077558 -2.263825 -0.058964 -1.27 1.06 -0.59
H -2.558856 0.729344 -0.869080 1.05 0.92 0.18
H 1.437120 0.763114 1.490220 0.57 -0.05 0.70
```
Forces are in eV/Å.

Values from the calculation:
multiplicity	3
E_LUMO (spin up / spin down)	0.697 / -3.410	eV
⟨S²⟩	2.01
HOMO energy (spin up / spin down)	-7.0352 / -9.0973	eV
frontier orbital gap (spin up / spin down)	7.732 / 5.687	eV


# 5
This record from the Open Molecules 2025 dataset describes a 2-piece molecular cluster, C2H3INO3 overall. The level of theory is ωB97M-V/def2-TZVPD.

XYZ file:
```
10
Properties=species:S:1:pos:R:3:forces:R:3
C -0.128777 -0.257804 -0.371041 0.60 -5.09 -1.34
C -0.998775 0.839082 -0.038143 -1.27 2.38 -1.90
N 2.649121 -1.318339 0.267039 0.26 -0.23 -0.25
O 0.234789 -1.242834 -0.822655 -0.88 3.08 1.18
O -2.274756 0.708546 -0.698145 2.13 0.00 -0.85
O 2.388438 -0.197552 0.584151 0.33 -0.14 -0.04
I -3.947244 0.398237 0.313852 -0.06 -0.13 0.37
H -0.354890 1.701616 -0.523654 -1.53 -0.84 1.28
H -1.273705 0.894886 0.989632 1.16 0.37 1.28
H 3.705802 -1.525837 0.298964 -0.75 0.58 0.28
```
Forces are in eV/Å.

Values from the calculation:
E_LUMO	-6.347	eV
relative energy (zero: lowest compared OMol25 entry of this formula, charge and spin)	25.2	kcal/mol
HOMO energy	-13.8038	eV
charge	+1
frontier orbital gap	7.457	eV


# 6
This record from the Open Molecules 2025 dataset describes C2H3IS2 as an isolated structure. The level of theory is ωB97M-V/def2-TZVPD.

XYZ file:
```
8
Properties=species:S:1:pos:R:3:forces:R:3
C 0.622543 0.409560 -0.427923 -0.56 -2.15 3.22
C -0.787608 -0.743901 0.151414 1.87 3.81 -2.21
S 1.409810 1.501587 0.785552 0.00 -0.86 0.29
S 2.481409 -0.031263 -0.183596 -2.47 0.56 -0.34
I -2.649325 0.379664 0.400390 1.10 -0.42 -0.07
H 0.417994 1.118914 -1.174612 -0.59 -0.17 -1.79
H -0.496350 -1.172192 1.055006 0.52 -0.43 1.47
H -0.998473 -1.462369 -0.606230 0.12 -0.34 -0.58
```
Forces are in eV/Å.

Values from the calculation:
E_LUMO	-0.129	eV
relative energy (zero: lowest compared OMol25 entry of this formula, charge and spin)	41.3	kcal/mol
HOMO energy	-8.5888	eV
frontier orbital gap	8.460	eV